Entry from the Open Molecules 2025 dataset: C23H24ClN8O7PdTe as an isolated structure in a non-equilibrium geometry (wB97M-V/def2-TZVPD).

Geometry as XYZ:
```
65
Properties=species:S:1:pos:R:3
Pd -0.251 -0.032 -0.342
N 0.087 -0.614 2.290
N 1.467 -0.578 2.408
C 2.300 -0.279 1.381
N 3.572 -0.101 1.725
N 1.822 -0.213 0.129
N 2.667 0.210 -0.907
O 2.102 0.525 -1.928
O 3.880 0.182 -0.776
H -0.347 0.199 2.701
H -0.288 -1.471 2.665
H 1.873 -0.539 3.329
H 3.836 -0.091 2.694
H 4.255 0.053 1.002
O -0.426 3.581 -1.530
C -0.226 2.719 -0.749
N -0.022 1.876 0.093
C -1.622 -4.770 -3.693
C -2.280 -4.617 -2.345
C -3.667 -4.453 -2.286
C -4.342 -4.443 -1.082
Cl -6.063 -4.214 -1.065
C -3.665 -4.617 0.116
C -2.289 -4.743 0.079
C -1.605 -4.721 -1.131
O -0.235 -4.871 -1.014
C 0.601 -4.031 -1.776
C 0.145 -2.581 -1.712
O 0.312 -1.922 -2.818
O -0.336 -2.097 -0.673
H -2.386 -4.843 -4.465
H -1.023 -5.682 -3.730
H -0.978 -3.931 -3.962
H -4.228 -4.362 -3.208
H -4.204 -4.651 1.054
H -1.715 -4.869 0.988
H 0.698 -4.326 -2.818
H 1.587 -4.085 -1.313
Te -0.924 -0.313 -3.159
C -0.101 -0.057 -5.057
C -0.930 -0.178 -6.169
C -0.418 0.072 -7.435
C 0.922 0.402 -7.585
C 1.749 0.504 -6.473
C 1.239 0.296 -5.202
H -1.965 -0.478 -6.057
H -1.061 -0.012 -8.301
H 1.326 0.580 -8.574
H 2.792 0.766 -6.593
H 1.877 0.414 -4.334
N -4.147 3.683 -1.851
C -4.959 2.669 -1.470
O -6.171 2.741 -1.483
C -4.298 1.390 -1.014
C -5.078 0.243 -0.902
C -4.495 -0.923 -0.446
C -3.144 -0.924 -0.140
N -2.391 0.179 -0.238
C -2.968 1.312 -0.661
H -4.584 4.541 -2.140
H -3.144 3.625 -1.887
H -6.127 0.298 -1.167
H -5.069 -1.833 -0.345
H -2.646 -1.828 0.184
H -2.339 2.184 -0.686
```

Output
energy relative to the best compared isomer or geometry (same formula, charge and spin) = 0.0741 eV
M = 794.0 g/mol
HOMO energy (spin up / spin down) = -10.746 / -10.747 eV
net charge = +1
LUMO level (spin up / spin down) = -3.73 / -3.74 eV
HOMO-LUMO gap (spin up / spin down) = 7.0 / 7.0 eV

=====

Entry from the Open Molecules 2025 dataset: a 2-piece molecular cluster, C23H24F11NO5 overall in a non-equilibrium geometry (wB97M-V/def2-TZVPD).

Geometry as XYZ:
```
64
Properties=species:S:1:pos:R:3
C -4.857 4.069 -1.988
O -4.082 4.711 -0.909
C -2.846 3.965 -0.601
C -3.113 2.348 -0.704
C -3.990 1.601 0.285
C -4.708 2.346 1.558
O -6.059 1.851 1.884
C -6.349 2.046 3.337
F -5.824 3.340 3.860
F -7.830 2.074 3.599
F -5.793 0.954 4.194
C -4.138 -0.042 0.013
O -5.297 -0.710 0.124
C -2.716 -0.782 -0.465
C -1.823 -0.031 -1.436
C -0.373 -0.571 -1.979
C 0.138 -1.980 -1.294
C 1.108 -1.775 0.021
C 0.329 -1.300 1.382
N -0.254 -2.456 2.202
C -0.184 -2.570 3.731
C -0.863 -3.944 4.345
C -1.385 -4.744 2.989
C -0.953 -3.722 1.752
C -2.400 1.459 -1.928
O -2.331 1.884 -3.201
H -5.606 3.229 -1.603
H -4.195 3.695 -2.897
H -5.560 4.921 -2.435
H -2.607 4.193 0.545
H -1.924 4.326 -1.242
H -4.729 3.522 1.493
H -4.032 2.097 2.510
H -2.403 -1.825 -0.029
H 0.505 0.226 -1.845
H -0.506 -0.806 -3.141
H -0.750 -2.754 -1.104
H 0.820 -2.510 -2.119
H 1.877 -0.908 -0.262
H 1.724 -2.745 0.292
H -0.451 -0.457 1.155
H 1.146 -0.800 2.095
H 0.271 -1.828 4.514
H -0.977 -4.287 5.460
H -1.960 -5.771 2.916
H -1.201 -4.021 0.636
F 4.831 0.700 -0.396
C 4.471 1.056 -1.649
F 3.110 1.064 -1.664
C 5.012 0.099 -2.705
F 4.491 -1.149 -2.560
F 4.586 0.536 -3.932
C 6.544 0.001 -2.766
O 7.135 -1.099 -2.069
C 7.349 -0.895 -0.673
F 7.160 0.414 -0.381
F 8.672 -1.135 -0.462
C 6.507 -1.833 0.203
F 5.180 -1.690 -0.039
F 6.690 -1.566 1.524
H 4.807 2.081 -1.829
H 6.802 -0.177 -3.818
H 7.034 0.952 -2.523
H 6.771 -2.879 0.024
```

Output
energy relative to the best compared isomer or geometry (same formula, charge and spin) = 16.5941 eV
M = 603.4 g/mol
HOMO energy = -7.742 eV
LUMO level = -1.70 eV
HOMO-LUMO gap = 6.0 eV

=====

Entry from the Open Molecules 2025 dataset: a single C23H24FN3O3S molecule (wB97M-V/def2-TZVPD).

Geometry as XYZ:
```
55
Properties=species:S:1:pos:R:3
O 4.235 4.145 3.053
C 3.523 3.564 2.292
C 2.378 2.647 2.645
C 2.101 1.725 1.466
C 0.677 1.180 1.516
O -0.245 1.851 1.949
N 0.500 -0.064 1.031
C 1.522 -0.833 0.412
C 2.256 -1.740 1.169
C 3.223 -2.521 0.567
C 3.437 -2.385 -0.794
F 4.373 -3.147 -1.386
C 2.713 -1.493 -1.566
C 1.748 -0.714 -0.954
C -0.854 -0.638 1.064
C -1.597 -0.136 -0.198
O -1.614 -0.751 -1.244
N -2.166 1.062 0.009
C -2.824 1.851 -1.020
C -1.855 2.305 -2.133
C -2.681 2.238 -3.413
C -3.516 0.979 -3.202
C -3.953 1.082 -1.741
C -0.815 -2.137 1.211
C -0.529 -3.004 0.162
C -0.507 -4.365 0.422
C -0.761 -4.811 1.708
C -1.042 -3.864 2.681
N -1.068 -2.566 2.442
C 2.252 2.592 0.217
S 3.684 3.681 0.528
H 1.494 3.266 2.834
H 2.614 2.108 3.563
H 2.830 0.910 1.440
H 2.060 -1.830 2.227
H 3.804 -3.232 1.133
H 2.902 -1.422 -2.625
H 1.149 -0.032 -1.537
H -1.339 -0.235 1.960
H -1.939 1.536 0.875
H -3.236 2.721 -0.504
H -1.035 1.590 -2.197
H -1.442 3.294 -1.939
H -3.330 3.113 -3.488
H -2.059 2.189 -4.305
H -4.361 0.911 -3.884
H -2.886 0.099 -3.328
H -4.103 0.103 -1.293
H -4.885 1.642 -1.660
H -0.356 -2.625 -0.831
H -0.293 -5.065 -0.372
H -0.748 -5.862 1.950
H -1.256 -4.151 3.703
H 1.374 3.222 0.067
H 2.448 2.013 -0.683
```

Output
energy relative to the best compared isomer or geometry (same formula, charge and spin) = 0.0000 eV
M = 441.5 g/mol
HOMO energy = -9.496 eV
LUMO level = 0.45 eV
HOMO-LUMO gap = 9.9 eV

=====

Entry from the Open Molecules 2025 dataset: C23H24FeO2 as an isolated structure in a non-equilibrium geometry (wB97M-V/def2-TZVPD).

Geometry as XYZ:
```
50
Properties=species:S:1:pos:R:3
C 0.177 -1.814 2.118
C 0.291 -0.372 1.694
C 1.619 0.205 2.156
C 1.964 1.643 1.910
O 2.404 -0.501 2.787
C -0.910 0.440 2.039
C -2.242 -0.204 2.321
O -0.845 1.686 2.211
H -0.737 -2.318 1.755
H 1.038 -2.400 1.722
H 0.250 -1.907 3.235
H 1.090 2.276 1.844
H 2.613 1.942 2.725
H 2.526 1.715 0.976
H -2.278 -1.288 2.239
H -2.554 0.061 3.348
H -2.978 0.206 1.636
C -3.312 2.203 -1.554
C -2.467 2.212 -0.374
C -1.102 2.445 -0.804
C -1.093 2.583 -2.244
C -2.460 2.437 -2.713
Fe -1.878 0.840 -1.680
C -2.271 -0.656 -2.884
C -2.761 -0.917 -1.531
C -1.647 -0.871 -0.659
C -0.440 -0.433 -1.361
C 0.812 0.004 -0.686
C 1.984 -0.844 -0.640
C 3.295 -0.269 -0.569
C 4.327 -0.974 0.021
C 4.156 -2.302 0.447
C 2.942 -2.943 0.186
C 1.886 -2.258 -0.426
C -0.856 -0.389 -2.797
H -4.397 2.125 -1.554
H -2.783 2.179 0.662
H -0.271 2.629 -0.135
H -0.235 2.872 -2.852
H -2.788 2.595 -3.741
H -2.891 -0.743 -3.772
H -3.765 -1.203 -1.234
H -1.607 -1.274 0.326
H 0.967 1.105 -0.667
H 3.401 0.769 -0.861
H 5.299 -0.489 0.156
H 4.964 -2.827 0.958
H 2.811 -3.999 0.461
H 0.915 -2.732 -0.575
H -0.162 -0.246 -3.620
```

Output
energy relative to the best compared isomer or geometry (same formula, charge and spin) = 1.9058 eV
M = 388.3 g/mol
HOMO energy (spin up / spin down) = 2.640 / -3.748 eV
net charge = -2
LUMO level (spin up / spin down) = 4.54 / 2.08 eV
multiplicity = 5
HOMO-LUMO gap (spin up / spin down) = 1.9 / 5.8 eV

=====

Entry from the Open Molecules 2025 dataset: a 2-piece molecular cluster, C23H24INO3 overall in a non-equilibrium geometry (wB97M-V/def2-TZVPD).

Geometry as XYZ:
```
52
Properties=species:S:1:pos:R:3
C 3.081 -1.617 0.903
C 4.358 -1.180 1.024
C 4.828 0.209 0.649
C 3.905 0.787 -0.400
C 4.067 0.456 -1.744
C 3.200 0.945 -2.711
C 2.153 1.776 -2.344
C 2.006 2.109 -0.994
C 2.867 1.631 -0.020
C 0.842 2.983 -0.653
O 0.890 3.865 0.163
C -0.391 2.657 -1.433
C -1.642 2.655 -0.837
C -2.758 2.304 -1.598
C -4.105 2.267 -0.901
C -5.322 2.580 -1.805
C -5.972 1.266 -2.264
I -7.979 1.638 -2.937
C -2.612 1.997 -2.948
C -1.351 2.002 -3.542
C -0.242 2.318 -2.780
C 1.154 2.304 -3.315
O 1.435 2.663 -4.427
H 2.562 -2.069 1.747
H 2.515 -1.605 -0.024
H 5.104 -1.886 1.389
H 5.860 0.209 0.300
H 4.720 0.798 1.558
H 4.871 -0.209 -2.030
H 3.328 0.657 -3.745
H 2.698 1.921 1.009
H -1.738 2.903 0.210
H -4.089 2.857 0.011
H -4.220 1.230 -0.567
H -6.067 3.138 -1.246
H -4.983 3.108 -2.692
H -6.050 0.538 -1.465
H -5.417 0.838 -3.092
H -3.462 1.740 -3.563
H -1.261 1.749 -4.589
C -0.854 -5.600 4.136
N -0.365 -4.377 3.527
C 0.695 -3.614 3.901
C 1.492 -4.066 5.101
O 0.980 -2.603 3.279
H -0.830 -6.408 3.403
H -1.886 -5.460 4.462
H -0.249 -5.881 4.991
H -0.851 -4.018 2.720
H 2.297 -3.357 5.268
H 0.863 -4.097 5.991
H 1.925 -5.052 4.925
```

Output
M = 489.4 g/mol
HOMO energy = -8.134 eV
LUMO level = -0.32 eV
HOMO-LUMO gap = 7.8 eV

=====

Entry from the Open Molecules 2025 dataset: C23H24N2O5 as an isolated structure in a non-equilibrium geometry (wB97M-V/def2-TZVPD).

Geometry as XYZ:
```
54
Properties=species:S:1:pos:R:3
C -6.619 1.074 -5.252
H -6.172 0.316 -6.017
O -6.662 0.551 -3.933
C -5.271 0.446 -3.386
C -5.132 -0.108 -2.152
C -3.926 -0.056 -1.351
C -2.670 0.346 -1.998
C -2.850 0.505 -3.299
C -4.042 0.663 -3.925
H -4.053 1.106 -5.054
C -1.652 1.044 -3.805
H -1.680 0.901 -4.942
C -0.249 0.071 -3.745
C -0.436 0.046 -2.061
C -1.525 -0.112 -1.407
O -1.187 -0.071 -0.055
N 0.165 -0.273 -0.079
C 0.697 -0.148 -1.141
C 1.944 -0.349 -1.336
O 2.629 0.201 -2.292
N 2.775 -0.929 -0.264
H 2.233 -0.905 0.708
C 4.108 -0.770 -0.061
H 4.545 -1.662 0.211
H 4.454 -0.789 -1.026
C 4.555 0.181 0.881
C 4.191 -0.195 2.124
C 4.632 -1.051 3.218
C 4.296 -1.296 4.371
C 2.936 -0.917 4.660
C 2.114 -0.218 3.894
C 2.827 0.088 2.621
H 2.207 0.890 1.969
O 1.042 0.205 4.108
C 0.240 0.963 3.238
H -0.972 1.121 3.856
H 0.568 1.782 3.044
H 0.056 0.688 2.358
O 2.518 -1.453 5.969
C 1.262 -1.095 6.633
H 0.468 -1.390 5.723
H 1.300 -1.459 7.589
H 1.222 -0.081 6.638
H 4.878 -2.006 4.957
H 5.792 -1.445 2.983
H 4.221 1.185 0.481
H 5.740 0.239 0.826
H 0.593 0.690 -4.105
H -0.512 -0.914 -4.020
H -1.303 2.108 -3.559
H -4.057 -0.487 -0.296
H -6.216 -0.233 -1.498
H -6.383 1.920 -5.453
H -7.636 1.083 -5.549
```

Output
energy relative to the best compared isomer or geometry (same formula, charge and spin) = 22.2400 eV
M = 408.5 g/mol
HOMO energy = -7.671 eV
LUMO level = -0.19 eV
HOMO-LUMO gap = 7.5 eV